Below is 2 unconnected molecules or ions with the total composition C5H9ClN2O2S2, with properties calculated with the ωB97M-V functional and the def2-TZVPD basis.

- Total charge: 0
- E_LUMO (alpha / beta): -0.25 / -2.83 eV
- E: -1712.24519 hartree
- Multiplicity: 3

CARTESIAN COORDINATES (ANGSTROEM)
C1 -0.069 -1.075 -0.960
C2 0.006 -2.229 0.046
C3 -1.373 -0.331 0.722
C4 -1.110 -0.174 -0.563
C5 -1.817 0.598 -1.569
N1 0.667 -1.223 -1.961
N2 2.529 1.113 1.564
O1 0.786 -0.545 2.026
O2 0.945 1.366 -0.255
S1 -0.401 -1.414 1.646
S2 1.033 1.680 1.189
Cl1 1.122 3.816 1.493
H1 -0.940 -2.849 -0.132
H2 0.987 -2.695 -0.010
H3 -2.204 0.209 1.130
H4 -1.367 1.638 -1.726
H5 -2.818 0.846 -1.290
H6 -1.857 0.117 -2.566
H7 0.448 -0.449 -2.627
H8 3.042 1.504 2.367
H9 2.390 0.097 1.476

=====

Below is 2 unconnected molecules or ions with the total composition C5H9ClN3, with properties calculated with the ωB97M-V functional and the def2-TZVPD basis.

- Total charge: +1
- E_LUMO: -4.38 eV
- E: -820.08254 hartree

CARTESIAN COORDINATES (ANGSTROEM)
C1 -0.399 -1.866 0.652
C2 3.807 -0.143 -0.036
C3 -0.994 -2.664 -0.226
C4 -0.098 0.165 -0.634
C5 0.180 1.614 -0.546
N1 -0.127 -0.512 0.455
N2 2.668 0.007 -0.031
N3 0.564 1.944 0.812
Cl1 5.387 -0.346 -0.028
H1 -0.097 -2.220 1.626
H2 -1.170 -3.694 0.023
H3 -1.338 -2.333 -1.192
H4 -0.290 -0.300 -1.590
H5 -0.741 2.149 -0.813
H6 0.918 1.879 -1.319
H7 1.530 1.663 0.968
H8 0.110 0.069 1.276
H9 0.492 2.936 0.999

=====

Below is a gas-phase ion, C5H9ClN3 (charge +1), with properties calculated with the ωB97M-V functional and the def2-TZVPD basis.

- Total charge: +1
- E_LUMO: -5.39 eV
- E: -819.96393 hartree

CARTESIAN COORDINATES (ANGSTROEM)
C1 -0.098 0.142 -0.178
C2 0.113 -2.424 0.121
C3 -0.554 -1.237 -0.456
C4 2.240 -0.455 -0.312
C5 -0.744 2.465 0.085
N1 -1.310 -2.124 0.387
N2 1.235 0.400 -0.101
N3 -1.048 1.063 -0.136
Cl1 3.717 0.207 0.166
H1 0.392 -3.306 -0.407
H2 0.968 -2.374 0.793
H3 -0.977 -1.125 -1.548
H4 -1.446 -1.803 1.330
H5 -1.626 2.919 0.139
H6 -0.373 2.715 1.145
H7 -0.144 2.780 -0.638
H8 1.589 1.410 0.120
H9 -1.934 0.745 -0.510

=====

Below is a gas-phase ion, C5H9ClN3 (charge +1), with properties calculated with the ωB97M-V functional and the def2-TZVPD basis.

- Total charge: +1
- E_LUMO (alpha / beta): -5.32 / -5.32 eV
- E: -820.00197 hartree

CARTESIAN COORDINATES (ANGSTROEM)
C1 2.239 0.112 -0.221
C2 -1.736 1.723 0.282
C3 1.221 -2.032 -0.271
C4 0.048 -1.473 0.628
C5 -1.258 0.568 0.792
N1 2.167 -1.058 -0.493
N2 -1.162 2.287 -0.763
N3 -0.203 -0.138 0.190
Cl1 3.195 1.397 -0.251
H1 -2.530 2.222 0.734
H2 1.662 -2.917 0.146
H3 0.630 -2.172 -1.135
H4 -0.688 -2.076 0.222
H5 0.198 -1.441 1.652
H6 -1.733 0.006 1.604
H7 -1.622 3.086 -1.166
H8 -0.217 1.964 -1.073
H9 -0.212 -0.060 -0.875

=====

no.,maximum force (eV/Å)
1,3.92
2,1.37
3,5.13
4,3.48